(1)
Density functional theory data (ωB97M-V with the def2-TZVPD basis set) for 3 unconnected molecules or ions with the total composition C4H15NO2S in a non-equilibrium geometry.

Its highest occupied orbital energy is -8.50 eV. Its SMILES is CSCCCN.O.O. The calculation puts the energy relative to the best compared isomer or geometry (same formula, charge and spin) at 60.89 kJ/mol. The max |F| is 0.028 Eh/bohr. Its gap between HOMO and LUMO is 9.006 eV.

XYZ file:
```
23
C4H15NO2S, DFT ωB97M-V with the def2-TZVPD basis set
C -1.248 1.628 -0.773
S -2.007 0.133 -1.392
C -0.765 -1.210 -1.410
C 0.220 -1.301 -0.230
C 1.525 -0.575 -0.449
N 2.457 -1.238 -1.356
H -1.407 1.834 0.284
H -1.611 2.496 -1.330
H -0.177 1.711 -0.975
H -0.205 -1.215 -2.344
H -1.424 -2.065 -1.486
H 0.463 -2.351 -0.100
H -0.362 -1.037 0.664
H 1.405 0.440 -0.819
H 2.074 -0.393 0.477
H 2.578 -2.198 -1.094
H 2.185 -1.172 -2.325
O -1.507 0.190 2.526
H -2.386 0.349 2.166
H -1.561 -0.668 2.959
O 0.343 2.501 2.506
H 0.193 1.549 2.381
H 1.217 2.593 2.121
```

***

(2)
Density functional theory data (ωB97M-V with the def2-TZVPD basis set) for a single C3H5NSe molecule in a non-equilibrium geometry.

Its highest occupied orbital energy is -9.00 eV. Its SMILES is C[Se]CC#N. The calculation puts the energy relative to the best compared isomer or geometry (same formula, charge and spin) at 59.11 kJ/mol. The max |F| is 0.073 Eh/bohr. Its gap between HOMO and LUMO is 9.395 eV.

XYZ file:
```
10
C3H5NSe, DFT ωB97M-V with the def2-TZVPD basis set
C -1.380 -1.046 0.343
Se -0.995 0.892 0.381
C 0.650 0.912 -0.694
C 1.939 0.523 0.273
N 2.682 0.283 1.130
H -2.453 -0.906 0.233
H -0.821 -1.699 -0.412
H -1.277 -1.321 1.386
H 0.806 1.939 -0.986
H 0.849 0.423 -1.654
```

***

What did the first record say?
Density functional theory data (ωB97M-V with the def2-TZVPD basis set) for 3 unconnected molecules or ions with the total composition C4H15NO2S in a non-equilibrium geometry.

Its highest occupied orbital energy is -8.50 eV. Its SMILES is CSCCCN.O.O. The calculation puts the energy relative to the best compared isomer or geometry (same formula, charge and spin) at 60.89 kJ/mol. The max |F| is 0.028 Eh/bohr. Its gap between HOMO and LUMO is 9.006 eV.

XYZ file:
```
23
C4H15NO2S, DFT ωB97M-V with the def2-TZVPD basis set
C -1.248 1.628 -0.773
S -2.007 0.133 -1.392
C -0.765 -1.210 -1.410
C 0.220 -1.301 -0.230
C 1.525 -0.575 -0.449
N 2.457 -1.238 -1.356
H -1.407 1.834 0.284
H -1.611 2.496 -1.330
H -0.177 1.711 -0.975
H -0.205 -1.215 -2.344
H -1.424 -2.065 -1.486
H 0.463 -2.351 -0.100
H -0.362 -1.037 0.664
H 1.405 0.440 -0.819
H 2.074 -0.393 0.477
H 2.578 -2.198 -1.094
H 2.185 -1.172 -2.325
O -1.507 0.190 2.526
H -2.386 0.349 2.166
H -1.561 -0.668 2.959
O 0.343 2.501 2.506
H 0.193 1.549 2.381
H 1.217 2.593 2.121
```

***

What is the max |F| in the second record? 0.073 Eh/bohr